[1]
{
  "formula": "C11H25Br3CuN3O",
  "method": "ωB97M-V with the def2-TZVPD basis set",
  "largest_force_ev_per_a": 10.05,
  "relative_energy_kcal_mol": 233.0,
  "total_charge": 0,
  "homo_energy_ha": -0.234,
  "lumo_energy_ha": 0.0025,
  "multiplicity": 1,
  "orbital_gap_ev": 6.44,
  "symbols": ["Cu", "C", "C", "N", "C", "C", "N", "C", "C", "H", "H", "H", "H", "H", "H", "H", "H", "H", "H", "H", "C", "N", "C", "C", "C", "C", "O", "H", "H", "H", "H", "H", "H", "H", "H", "H", "H", "H", "H", "H", "H", "Br", "Br", "Br"],
  "positions_angstrom": [[-0.880, 1.570, 0.941], [0.453, -3.080, 4.628], [1.854, -2.393, 4.701], [2.071, -1.553, 3.491], [2.986, -1.839, 2.459], [2.818, -0.847, 1.502], [1.911, 0.051, 1.935], [1.496, -0.361, 3.167], [1.560, 1.188, 1.183], [0.472, -3.939, 3.958], [-0.321, -2.395, 4.283], [0.144, -3.384, 5.628], [2.677, -3.107, 4.716], [2.095, -1.717, 5.521], [3.716, -2.635, 2.491], [3.347, -0.649, 0.581], [0.856, 0.179, 3.848], [1.796, 1.070, 0.126], [2.056, 2.110, 1.486], [0.481, 1.338, 1.148], [-2.529, 0.926, -1.069], [-1.700, 0.602, -2.343], [-0.980, -0.827, -2.275], [-2.715, 0.426, -3.534], [-0.739, 1.780, -2.708], [-0.152, 1.910, -4.160], [0.325, 0.696, -4.688], [-3.109, 1.826, -1.271], [-1.896, 1.091, -0.197], [-3.162, 0.042, -0.993], [-0.441, -1.062, -3.193], [-1.749, -1.589, -2.153], [-0.350, -0.727, -1.390], [-3.484, 1.193, -3.442], [-3.260, -0.501, -3.361], [-2.273, 0.465, -4.530], [0.032, 1.718, -1.939], [-1.236, 2.699, -2.396], [0.681, 2.607, -4.059], [-0.971, 2.310, -4.757], [1.250, 0.591, -4.454], [-2.847, 1.917, 1.189], [0.202, 2.679, -0.438], [-0.484, -0.379, 0.364]],
  "lowdin_charge": [-0.80, -0.05, -0.14, -0.06, 0.01, -0.04, -0.14, 0.00, -0.36, 0.08, 0.08, 0.07, 0.12, 0.12, 0.12, 0.14, 0.17, 0.03, 0.10, -0.23, -0.35, -0.25, -0.10, -0.01, -0.25, -0.22, -0.07, 0.06, -0.28, 0.10, 0.08, 0.09, -0.16, 0.09, 0.09, 0.08, -0.12, 0.08, 0.12, 0.11, 0.09, 0.37, 0.60, 0.64]
}


[2]
{
  "formula": "C11H25BrFN2O7P2S2",
  "method": "ωB97M-V with the def2-TZVPD basis set",
  "largest_force_ev_per_a": 3.41,
  "total_charge": 1,
  "homo_energy_ha": -0.453,
  "lumo_energy_ha": -0.1488,
  "multiplicity": 1,
  "orbital_gap_ev": 8.28,
  "symbols": ["C", "C", "O", "O", "C", "N", "F", "P", "N", "P", "O", "Br", "H", "H", "H", "H", "H", "H", "H", "H", "H", "C", "C", "C", "S", "O", "O", "C", "H", "H", "H", "H", "H", "H", "H", "H", "C", "C", "C", "S", "O", "O", "C", "H", "H", "H", "H", "H", "H", "H", "H"],
  "positions_angstrom": [[-6.349, 0.419, 0.205], [-5.164, -0.495, 0.037], [-4.941, -1.031, -0.970], [-4.375, -0.636, 1.158], [-3.074, -0.977, 0.858], [-2.262, 0.224, 0.404], [-2.996, 1.424, 0.549], [-1.778, 0.136, -1.385], [-1.353, -1.284, -1.828], [-0.748, 0.405, 1.515], [-1.324, 0.590, 3.007], [0.035, 2.418, 0.979], [-7.258, -0.138, 0.026], [-6.383, 0.751, 1.238], [-6.223, 1.266, -0.454], [-2.621, -1.327, 1.780], [-2.987, -1.793, 0.146], [-2.923, 0.596, -2.067], [-0.713, 1.037, -1.547], [-1.999, -1.574, -2.559], [-1.662, 1.501, 3.092], [2.019, 1.654, 6.035], [3.338, 2.126, 5.412], [3.837, 1.004, 4.494], [2.378, 0.120, 3.937], [2.412, -1.216, 4.463], [2.181, 0.365, 2.518], [1.199, 1.079, 4.886], [1.493, 2.467, 6.532], [2.216, 0.877, 6.777], [3.162, 3.031, 4.826], [4.079, 2.369, 6.171], [4.370, 1.390, 3.628], [4.467, 0.297, 5.031], [0.385, 0.436, 5.212], [0.819, 1.872, 4.241], [2.817, -1.569, -6.120], [2.970, -1.750, -4.604], [1.936, -0.841, -3.928], [0.579, -0.675, -5.092], [0.501, 0.700, -5.518], [-0.578, -1.367, -4.577], [1.319, -1.644, -6.398], [3.363, -2.330, -6.675], [3.204, -0.592, -6.417], [2.773, -2.791, -4.340], [3.978, -1.514, -4.268], [1.558, -1.269, -3.001], [2.338, 0.154, -3.741], [1.035, -1.231, -7.364], [0.949, -2.664, -6.303]],
  "lowdin_charge": [0.05, -0.53, 0.16, 0.04, -0.20, -0.42, -0.07, 0.79, -0.22, 0.65, -0.30, 0.43, 0.10, 0.09, 0.10, 0.12, 0.13, 0.05, 0.01, 0.00, 0.07, -0.21, -0.21, -0.21, 0.66, -0.30, -0.41, -0.25, 0.12, 0.12, 0.12, 0.12, 0.11, 0.11, 0.10, 0.08, -0.22, -0.21, -0.23, 0.65, -0.32, -0.35, -0.23, 0.12, 0.12, 0.12, 0.12, 0.09, 0.10, 0.11, 0.11]
}


[3]
{
  "formula": "C11H25Cl2ErN2OP2",
  "method": "ωB97M-V with the def2-TZVPD basis set",
  "largest_force_ev_per_a": 5.08,
  "relative_energy_kcal_mol": 0.0,
  "total_charge": 2,
  "homo_energy_ha": [-0.572, -0.572],
  "lumo_energy_ha": [-0.2599, -0.2598],
  "multiplicity": 4,
  "orbital_gap_ev": [8.49, 8.49],
  "symbols": ["C", "C", "H", "H", "H", "O", "Cl", "Er", "P", "C", "C", "H", "H", "H", "H", "H", "H", "C", "H", "H", "H", "P", "C", "C", "H", "H", "H", "C", "H", "H", "H", "H", "H", "H", "Cl", "N", "C", "C", "N", "C", "H", "H", "H", "H"],
  "positions_angstrom": [[1.159, 0.023, -4.421], [0.933, -0.102, -2.953], [2.191, 0.152, -4.784], [0.591, 0.889, -4.787], [0.773, -0.890, -4.906], [1.555, 0.031, -1.888], [-0.978, -0.560, -2.701], [-0.492, -0.083, -0.206], [-0.055, 2.761, -0.302], [1.097, 3.752, 0.724], [0.172, 3.429, -2.000], [0.030, 4.519, -1.887], [-1.605, 4.569, -0.337], [-0.565, 3.044, -2.719], [-2.477, 2.999, -0.458], [2.117, 3.553, 0.374], [1.168, 3.213, -2.410], [-1.679, 3.545, 0.067], [0.856, 4.806, 0.558], [-1.938, 3.564, 1.136], [1.084, 3.561, 1.805], [0.243, -2.817, 0.039], [1.483, -3.560, 1.161], [-1.317, -3.692, 0.498], [-0.110, -3.384, -2.366], [0.337, -4.778, -1.321], [1.580, -3.589, -1.876], [0.541, -3.715, -1.545], [-2.148, -3.261, -0.082], [-1.157, -4.747, 0.209], [1.345, -4.645, 1.146], [1.455, -3.213, 2.199], [-1.574, -3.604, 1.566], [2.476, -3.309, 0.772], [-2.903, -0.112, 0.091], [-0.687, 0.926, 4.065], [-0.657, -0.442, 4.264], [-0.254, -0.990, 3.082], [-0.116, 0.034, 2.133], [-0.348, 1.190, 2.792], [-0.961, 1.600, 4.781], [-0.916, -0.871, 5.207], [-0.018, -2.018, 2.826], [-0.231, 2.222, 2.454]],
  "lowdin_charge": [-0.03, -0.52, 0.12, 0.12, 0.11, -0.03, 0.56, 0.64, 0.72, -0.24, -0.26, 0.06, 0.06, 0.06, 0.04, 0.06, 0.05, -0.26, 0.07, 0.06, 0.04, 0.72, -0.24, -0.25, 0.03, 0.06, 0.06, -0.26, 0.04, 0.06, 0.07, 0.04, 0.06, 0.06, -0.04, 0.10, -0.02, -0.11, -0.12, -0.17, 0.19, 0.13, 0.07, 0.09]
}


[4]
{
  "formula": "C11H25ClO3Si",
  "method": "ωB97M-V with the def2-TZVPD basis set",
  "largest_force_ev_per_a": 2.28,
  "relative_energy_kcal_mol": 4.1,
  "total_charge": 0,
  "homo_energy_ha": -0.364,
  "lumo_energy_ha": 0.0302,
  "multiplicity": 1,
  "orbital_gap_ev": 10.73,
  "symbols": ["Cl", "O", "O", "O", "C", "C", "C", "C", "C", "C", "C", "C", "C", "C", "C", "Si", "H", "H", "H", "H", "H", "H", "H", "H", "H", "H", "H", "H", "H", "H", "H", "H", "H", "H", "H", "H", "H", "H", "H", "H", "H"],
  "positions_angstrom": [[1.247, -3.151, 3.711], [-1.110, -0.902, 0.088], [1.520, -0.655, -0.532], [0.246, 1.401, 0.826], [-3.112, -0.820, -1.257], [-1.285, -2.384, -1.819], [3.539, 0.679, -0.511], [2.587, -0.327, -2.685], [-0.843, 3.038, 2.307], [-1.988, 2.367, 0.258], [0.519, -2.404, 2.314], [-1.630, -1.043, -1.210], [2.260, 0.244, -1.292], [-1.014, 1.886, 1.323], [0.820, -0.943, 2.269], [0.354, -0.222, 0.548], [-3.360, 0.030, -0.634], [-3.644, -1.703, -0.886], [-3.451, -0.612, -2.280], [-1.750, -3.166, -1.235], [-1.572, -2.471, -2.874], [-0.190, -2.503, -1.799], [3.852, 1.675, -0.781], [3.330, 0.676, 0.557], [4.353, 0.013, -0.698], [3.097, 0.423, -3.290], [1.688, -0.632, -3.251], [3.245, -1.188, -2.597], [-0.056, 2.810, 3.020], [-1.818, 3.193, 2.765], [-0.529, 3.934, 1.771], [-1.888, 1.835, -0.694], [-3.019, 2.279, 0.621], [-1.797, 3.418, 0.013], [0.880, -2.935, 1.412], [-0.558, -2.534, 2.346], [-1.210, -0.197, -1.835], [1.561, 1.083, -1.469], [-1.463, 1.046, 1.929], [0.309, -0.421, 3.096], [1.881, -0.813, 2.458]],
  "lowdin_charge": [0.58, -0.12, -0.13, -0.13, -0.05, -0.04, -0.02, -0.04, -0.05, -0.05, -0.72, -0.52, -0.48, -0.48, -0.26, 0.36, 0.06, 0.09, 0.09, 0.08, 0.09, 0.08, 0.08, 0.07, 0.07, 0.08, 0.08, 0.08, 0.08, 0.09, 0.08, 0.07, 0.09, 0.08, 0.08, 0.07, 0.14, 0.13, 0.14, 0.09, 0.07]
}


The records above yield E values of -10035.781411, -5222.940780, -3236.660651, -1409.669929 hartree, respectively.